Computed, not measured: 13 unconnected molecules or ions with the total composition C67H146N7O14, with the ωB97M-V functional and the def2-TZVPD basis.

Each line ends with the Mulliken charge.
Atoms and positions in Å:
1 C 3.717 10.323 1.250  -1.416
2 C 3.565 9.023 0.396  -0.197
3 C 2.383 8.172 0.882  -0.780
4 N 1.937 6.997 0.077  0.579
5 C 2.984 5.930 -0.135  -1.030
6 C 2.423 4.763 -0.935  1.440
7 C 1.828 5.123 -2.315  -0.099
8 C 0.860 6.249 -2.117  -1.246
9 C 1.496 7.425 -1.338  -0.576
10 C 0.753 6.486 0.837  -1.438
11 H 2.990 11.089 0.971  0.366
12 H 4.709 10.789 1.066  0.372
13 H 3.605 10.222 2.333  0.363
14 H 4.526 8.500 0.479  0.373
15 H 3.433 9.365 -0.651  0.213
16 H 1.495 8.813 0.969  0.344
17 H 2.531 7.808 1.913  0.447
18 H 3.788 6.415 -0.724  0.373
19 H 3.298 5.761 0.889  0.419
20 H 3.249 4.088 -1.156  -0.111
21 H 1.717 4.250 -0.299  -0.782
22 H 2.679 5.379 -2.950  0.361
23 H 1.420 4.247 -2.812  -0.029
24 H 0.622 6.763 -3.057  0.483
25 H -0.055 5.886 -1.706  0.400
26 H 2.501 7.678 -1.737  0.569
27 H 0.907 8.329 -1.261  0.392
28 H 0.278 5.842 0.097  0.107
29 H 0.076 7.266 1.131  0.418
30 H 1.068 5.758 1.591  0.668
31 C 0.567 -7.049 2.342  -1.710
32 C 0.530 -5.590 2.803  0.670
33 C -0.684 -5.308 3.673  -0.826
34 N -0.869 -3.873 4.181  0.568
35 C 0.238 -3.602 5.159  -0.437
36 C 0.223 -2.160 5.702  -1.028
37 C 0.348 -1.165 4.586  -0.465
38 C -0.853 -1.377 3.666  2.164
39 C -0.832 -2.794 3.110  -1.880
40 C -2.187 -3.949 4.861  -0.868
41 H 1.440 -7.287 1.735  0.380
42 H -0.321 -7.291 1.745  0.428
43 H 0.586 -7.785 3.174  0.418
44 H 0.566 -5.053 1.852  -0.076
45 H 1.508 -5.491 3.304  0.128
46 H -0.605 -5.967 4.531  0.449
47 H -1.533 -5.549 3.057  0.370
48 H 1.164 -3.802 4.620  0.392
49 H 0.124 -4.336 5.955  0.382
50 H 1.110 -2.075 6.379  0.491
51 H -0.619 -1.931 6.358  0.252
52 H 1.267 -1.324 3.983  0.302
53 H 0.394 -0.120 4.923  0.276
54 H -0.745 -0.712 2.808  -0.488
55 H -1.808 -1.168 4.179  -0.887
56 H 0.141 -2.927 2.582  0.212
57 H -1.576 -3.084 2.407  0.661
58 H -2.229 -4.835 5.493  0.354
59 H -2.939 -3.907 4.084  0.408
60 H -2.269 -3.109 5.549  0.308
61 C -8.174 2.456 7.572  -1.412
62 C -6.965 1.478 7.153  -0.132
63 C -6.367 1.993 5.879  -1.061
64 N -4.992 1.430 5.501  1.002
65 C -4.585 2.149 4.252  -1.308
66 C -3.165 1.784 3.857  1.061
67 C -2.148 2.169 4.931  0.390
68 C -2.569 1.397 6.224  -0.384
69 C -4.020 1.730 6.604  -0.940
70 C -5.140 -0.023 5.250  -1.057
71 H -7.763 3.376 7.963  0.361
72 H -8.832 2.003 8.300  0.405
73 H -8.690 2.686 6.656  0.380
74 H -7.415 0.539 6.873  0.358
75 H -6.312 1.375 8.022  0.227
76 H -6.297 3.085 5.963  0.412
77 H -7.006 1.698 5.047  0.569
78 H -4.607 3.196 4.534  0.530
79 H -5.269 1.900 3.423  0.172
80 H -2.927 2.383 2.996  0.365
81 H -3.086 0.735 3.537  -0.885
82 H -2.232 3.254 5.032  0.594
83 H -1.155 1.886 4.564  -0.797
84 H -1.971 1.543 7.113  0.595
85 H -2.516 0.319 5.992  -0.325
86 H -4.133 2.787 6.849  0.275
87 H -4.411 1.122 7.414  0.576
88 H -5.152 -0.578 6.192  0.214
89 H -4.305 -0.358 4.632  0.147
90 H -5.990 -0.204 4.634  0.558
91 C 7.496 -3.488 -3.352  -1.629
92 C 6.272 -3.852 -2.430  0.954
93 C 6.759 -3.913 -0.966  -0.881
94 N 5.706 -4.115 0.104  1.057
95 C 4.718 -2.937 0.020  -0.453
96 C 5.310 -1.635 0.476  0.209
97 C 6.008 -1.744 1.825  -1.062
98 C 7.009 -2.871 1.896  -0.715
99 C 6.320 -4.188 1.465  -0.720
100 C 4.990 -5.418 -0.125  -1.205
101 H 8.210 -4.317 -3.324  0.459
102 H 8.028 -2.587 -3.069  0.356
103 H 7.123 -3.463 -4.380  0.437
104 H 5.776 -4.785 -2.772  0.267
105 H 5.707 -2.945 -2.551  -0.616
106 H 7.380 -3.017 -0.831  0.343
107 H 7.395 -4.783 -0.853  0.418
108 H 4.279 -2.881 -0.988  -0.236
109 H 3.965 -3.185 0.759  0.402
110 H 6.015 -1.265 -0.280  0.368
111 H 4.553 -0.837 0.542  -0.194
112 H 6.538 -0.799 2.031  0.432
113 H 5.273 -1.978 2.614  0.180
114 H 7.858 -2.709 1.206  0.316
115 H 7.438 -3.024 2.880  0.489
116 H 6.951 -5.082 1.511  0.456
117 H 5.475 -4.410 2.100  0.424
118 H 4.115 -5.471 0.522  0.292
119 H 5.668 -6.198 0.151  0.318
120 H 4.586 -5.459 -1.096  0.618
121 C 4.892 -1.311 -5.071  -0.974
122 C 3.659 -1.542 -5.877  -0.103
123 C 2.469 -1.964 -4.989  0.194
124 N 1.335 -2.618 -5.732  0.908
125 C 0.126 -2.671 -4.722  0.670
126 C -1.070 -3.430 -5.192  -0.850
127 C -0.694 -4.884 -5.583  -0.848
128 C 0.441 -4.750 -6.621  -0.989
129 C 1.677 -4.071 -6.065  -0.458
130 C 0.893 -1.846 -6.920  -0.973
131 H 4.733 -0.462 -4.391  -0.052
132 H 5.755 -1.187 -5.711  0.655
133 H 5.214 -2.058 -4.355  -0.209
134 H 3.848 -2.391 -6.520  0.421
135 H 3.402 -0.640 -6.462  0.183
136 H 2.020 -1.042 -4.598  -0.516
137 H 2.704 -2.687 -4.207  0.131
138 H 0.433 -3.000 -3.749  -0.185
139 H -0.160 -1.641 -4.543  -0.340
140 H -1.767 -3.391 -4.351  0.394
141 H -1.509 -3.004 -6.098  0.424
142 H -0.285 -5.419 -4.745  0.202
143 H -1.531 -5.386 -6.084  0.438
144 H 0.704 -5.785 -6.802  0.540
145 H 0.042 -4.351 -7.572  0.334
146 H 2.000 -4.573 -5.155  0.224
147 H 2.486 -3.957 -6.788  0.560
148 H 0.027 -2.295 -7.371  0.631
149 H 1.718 -1.819 -7.645  0.348
150 H 0.797 -0.823 -6.673  0.079
151 C -6.482 3.108 -2.596  -0.959
152 N -6.074 1.843 -1.976  0.645
153 C -6.524 0.686 -2.843  -0.917
154 C -4.617 1.861 -1.675  -1.726
155 C -6.836 1.550 -0.727  -0.799
156 C -6.630 2.477 0.462  -0.356
157 O -7.019 3.716 0.082  -0.515
158 H -7.575 3.137 -2.520  0.341
159 H -6.086 3.051 -3.600  0.343
160 H -5.993 3.903 -2.040  0.334
161 H -7.596 0.748 -2.677  0.497
162 H -6.134 -0.298 -2.547  0.144
163 H -6.176 0.829 -3.876  0.435
164 H -4.416 2.524 -0.814  0.660
165 H -4.069 2.126 -2.556  0.920
166 H -4.251 0.844 -1.459  0.073
167 H -6.602 0.512 -0.440  0.581
168 H -7.918 1.606 -0.946  0.455
169 H -5.590 2.373 0.713  -0.102
170 H -7.180 2.043 1.300  0.447
171 H -6.995 4.325 0.841  0.381
172 C -1.022 1.638 -0.184  0.534
173 N -0.216 0.525 -0.749  2.032
174 C -1.081 -0.691 -0.885  0.804
175 C 0.233 0.905 -2.111  -0.642
176 C 0.986 0.293 0.117  1.054
177 C 1.409 -1.189 0.202  -0.031
178 O 1.696 -1.832 -0.980  1.228
179 H -1.753 1.355 0.587  -0.333
180 H -1.566 2.040 -1.031  0.318
181 H -0.366 2.395 0.225  -0.892
182 H -0.453 -1.477 -1.309  0.107
183 H -1.956 -0.423 -1.473  -0.776
184 H -1.502 -0.927 0.095  -0.716
185 H 0.794 1.821 -2.000  0.377
186 H -0.542 0.987 -2.869  0.358
187 H 0.867 0.067 -2.399  -0.392
188 H 0.789 0.717 1.125  -0.732
189 H 1.763 0.886 -0.360  -0.515
190 H 0.617 -1.809 0.655  -0.099
191 H 2.328 -1.146 0.833  0.209
192 H 2.466 -1.314 -1.373  -0.842
193 C 0.993 1.615 -4.930  0.786
194 C 1.597 1.774 -6.322  -0.050
195 O 1.650 2.916 -6.826  -0.791
196 O 2.047 0.668 -6.854  -0.717
197 H 0.343 0.751 -4.989  -0.296
198 H 0.498 2.570 -4.706  0.388
199 H 1.818 1.383 -4.246  -0.538
200 C 4.497 1.804 -2.788  -1.460
201 C 4.093 0.814 -1.683  0.144
202 O 4.357 1.181 -0.481  -0.759
203 O 3.490 -0.253 -2.090  0.376
204 H 3.583 2.048 -3.345  -0.044
205 H 5.163 1.436 -3.544  0.473
206 H 4.776 2.741 -2.342  0.455
207 C -4.282 -1.858 -4.322  -1.104
208 C -3.501 -0.548 -3.899  0.602
209 O -2.349 -0.629 -3.413  -0.318
210 O -4.232 0.503 -3.978  -0.740
211 H -4.852 -1.504 -5.207  0.405
212 H -4.887 -2.426 -3.614  0.201
213 H -3.551 -2.546 -4.750  0.224
214 C 0.859 -5.234 -1.366  -0.309
215 C 2.012 -5.421 -2.460  0.251
216 O 1.630 -5.701 -3.601  -0.779
217 O 3.188 -5.225 -2.069  -0.466
218 H 0.743 -4.171 -1.120  -0.233
219 H 1.008 -5.664 -0.382  -0.075
220 H -0.075 -5.471 -1.896  0.407
221 C -4.638 -1.659 1.398  -0.913
222 C -4.978 -0.170 1.734  0.367
223 O -4.154 0.652 1.253  -0.023
224 O -5.973 0.046 2.484  -0.724
225 H -5.542 -2.248 1.274  0.468
226 H -4.056 -2.028 2.266  -0.067
227 H -3.970 -1.662 0.497  0.082
228 C 0.603 3.916 3.986  -1.620
229 C 0.486 2.988 2.730  0.332
230 O 0.128 1.819 2.968  -0.283
231 O 0.819 3.516 1.642  -0.279
232 H 1.679 4.093 4.108  0.310
233 H 0.181 3.463 4.873  0.348
234 H 0.068 4.865 3.849  0.283

Cartesian forces, eV/Å:
C 0.23 0.36 -0.36
C 0.24 0.59 0.32
C 0.37 0.83 0.43
N -1.16 1.03 -0.43
C 0.02 0.96 -0.43
C 0.26 -0.62 -0.16
C 1.22 0.00 0.87
C 0.65 1.96 -1.21
C 1.37 -0.94 0.75
C 0.30 -2.09 -1.36
H -0.11 -0.16 -0.16
H -0.56 -0.43 0.09
H 0.12 -0.49 -0.11
H -0.37 -0.19 -0.20
H 0.06 -0.42 0.49
H 0.22 -0.04 -0.24
H 0.30 -0.01 -0.40
H -0.24 -0.14 0.55
H 0.41 -0.86 -0.09
H 0.07 -0.21 0.50
H -0.19 -0.46 0.10
H -0.13 0.47 -0.16
H -0.37 -0.07 0.21
H -0.25 -0.46 -0.13
H -0.70 0.03 0.33
H -0.94 0.04 -0.51
H -0.36 0.02 0.05
H -0.48 0.07 0.60
H 0.04 0.40 0.24
H -0.03 0.48 0.29
C -0.83 -1.14 0.47
C 1.34 -0.59 -0.49
C 1.31 0.39 -1.18
N 0.48 -0.96 0.31
C -0.33 0.50 0.55
C 1.66 -0.46 0.93
C -0.20 0.45 -0.75
C -0.20 -0.08 -0.29
C 1.61 -0.62 0.01
C 0.23 0.96 0.65
H -0.02 0.36 -0.05
H 0.16 0.02 -0.01
H -0.05 0.54 -0.23
H -0.16 0.58 0.32
H -0.49 0.62 0.10
H -0.39 0.14 0.28
H -0.70 -0.06 0.07
H 0.00 0.13 0.09
H 0.08 -0.03 0.07
H -0.58 -0.22 -0.44
H -0.23 -0.20 -0.18
H -0.36 -0.01 0.41
H -0.11 -0.33 -0.03
H -0.33 0.16 -0.01
H 0.32 0.08 -0.21
H -0.58 -0.04 0.42
H -0.97 0.20 -0.61
H -0.08 -0.13 -0.39
H -0.35 -0.17 0.13
H -0.24 0.17 -0.28
C 1.82 -1.05 -0.74
C -1.92 0.56 0.78
C 0.66 0.31 0.06
N -1.13 0.74 0.11
C 0.67 -0.30 -0.60
C 0.28 0.18 0.10
C -0.80 -1.13 0.63
C -0.54 0.09 -0.81
C 0.14 -0.50 -0.23
C 1.09 -0.49 0.21
H 0.06 0.26 0.19
H -0.09 -0.12 0.04
H -0.61 0.15 -0.21
H -0.06 -0.65 0.56
H 0.09 -0.07 -0.34
H 0.36 -0.19 -0.43
H -0.01 0.35 -0.08
H -0.17 0.31 -0.16
H 0.02 0.02 0.52
H -0.03 0.00 -0.67
H 0.04 0.41 0.05
H 0.30 0.02 0.41
H -0.18 0.19 0.27
H 0.36 0.29 0.11
H 0.07 0.23 0.12
H 0.00 -0.01 -0.02
H 0.46 0.12 0.37
H -0.13 0.21 -0.09
H -0.05 0.03 0.33
H -0.77 -0.02 -0.28
C -0.49 -1.90 0.35
C 1.29 0.48 -0.04
C 0.32 -0.67 -0.97
N -0.17 1.01 -0.86
C -0.36 -0.31 0.43
C 0.76 0.52 -0.17
C 0.22 0.23 0.41
C 0.33 -1.25 -1.29
C 0.27 0.50 0.17
C 0.28 0.74 1.29
H 0.16 0.11 -0.03
H -0.23 0.28 -0.01
H 0.18 0.39 0.14
H 0.07 0.93 0.21
H -1.20 -0.13 0.10
H -0.52 -0.25 0.60
H 0.41 -0.18 0.02
H 0.17 -0.34 0.53
H -0.56 -0.35 -0.12
H -0.05 0.07 0.11
H 0.09 -0.40 -0.34
H -0.51 -0.24 0.18
H 0.00 0.54 -0.11
H -0.26 0.09 0.38
H -0.04 0.08 0.23
H 0.16 0.34 -0.24
H -0.31 0.08 0.48
H 0.12 0.24 0.20
H 0.48 -0.56 -0.10
H -0.14 -0.19 -1.17
C 0.58 0.86 1.25
C -0.84 -1.15 0.10
C -0.24 1.05 -0.58
N -1.54 -1.02 1.52
C 0.59 1.32 -0.81
C -0.07 -1.51 -0.35
C 0.27 1.65 -0.72
C -0.43 -1.19 0.02
C -0.45 1.40 -0.81
C 1.21 -0.90 -0.69
H 0.27 0.16 -0.52
H 0.17 0.53 -0.21
H -0.47 -0.84 -0.10
H 0.16 -0.16 -0.63
H 0.01 -0.56 0.29
H 0.23 -0.27 0.35
H 0.30 0.24 0.16
H 0.82 -0.71 0.29
H 0.00 0.43 -0.27
H -0.12 0.06 -0.28
H -0.22 0.41 0.36
H -0.16 -0.42 0.41
H 0.08 -0.03 0.45
H 0.45 -0.22 -0.46
H 0.44 0.01 0.41
H 0.07 0.09 0.03
H -0.06 -0.48 -0.03
H -0.24 -0.05 0.03
H -0.24 -0.28 0.15
H -0.40 1.06 0.47
C 0.02 -0.08 0.04
N 0.28 -1.67 0.97
C -0.15 0.29 -0.86
C 0.74 -0.55 0.66
C -1.04 -0.15 1.42
C 0.89 -2.72 -0.24
O -0.79 2.91 0.26
H 0.37 0.43 -0.37
H -0.24 0.29 -0.37
H -0.37 0.14 -0.12
H -0.19 -0.45 -0.66
H 0.01 0.68 0.37
H -0.42 0.04 0.53
H -0.23 -0.31 -0.56
H 0.08 0.38 -0.49
H -0.48 0.47 0.20
H 0.00 0.52 -0.04
H 0.51 -0.10 -0.29
H 0.64 0.35 0.56
H -0.22 0.02 0.00
H -0.02 -0.33 -0.51
C -0.61 0.54 -0.25
N -1.37 -0.19 0.36
C -0.41 0.33 0.70
C 0.65 -0.75 -0.19
C 0.12 -0.40 0.28
C 0.26 0.55 0.92
O 0.67 0.24 -0.99
H 0.43 -0.45 -0.20
H -0.30 0.17 -0.06
H 0.26 0.10 0.06
H -0.55 0.04 -0.08
H 0.46 -0.14 -0.48
H 0.46 -0.19 0.19
H 0.27 0.18 -0.19
H -0.51 0.01 0.54
H 0.36 0.36 -0.28
H 0.02 -0.35 -0.53
H 0.37 -0.09 0.34
H 0.27 0.39 0.43
H -0.60 -0.17 0.17
H -0.18 -0.10 -0.26
C 0.48 0.45 -0.62
C 1.37 -0.69 -1.77
O -0.17 -0.79 0.58
O -0.92 2.15 0.99
H -0.51 -0.02 0.36
H -0.09 -0.52 0.35
H -0.24 0.12 0.04
C -1.67 0.04 0.23
C 0.31 0.22 0.93
O -0.92 -1.18 -2.03
O 0.74 0.96 0.94
H -0.01 -0.20 -0.05
H 0.62 -0.21 -0.04
H 0.78 0.28 0.17
C 1.21 0.91 -1.87
C -1.75 0.23 1.15
O -0.51 -0.03 -0.74
O 1.75 -1.04 -0.56
H -0.26 -0.49 0.73
H -0.01 0.55 0.28
H -0.08 -0.16 0.24
C -0.07 0.98 -1.36
C -0.51 0.29 1.30
O -0.16 -0.16 -0.06
O -0.33 0.13 -0.26
H 0.42 0.20 -0.34
H 0.09 -0.83 -0.10
H 0.10 -0.52 0.68
C 0.60 0.84 -0.17
C 0.64 -0.65 -0.31
O -0.73 0.05 0.45
O 0.40 0.15 -0.47
H 0.07 -0.18 -0.02
H -0.26 -0.08 -0.33
H -0.71 -0.23 0.77
C 0.05 0.01 -0.65
C 0.31 1.11 0.92
O -0.12 -0.75 -0.47
O -0.23 -0.22 0.04
H -0.30 0.18 0.18
H 0.21 -0.22 0.20
H 0.31 -0.05 -0.21

Properties
LUMO energy	-0.079	hartree
charge	+1
DFT total energy	-110932.3304	eV
E_HOMO	-7.70	eV
gap between HOMO and LUMO	5.560	eV

=====

Computed, not measured: C4H10N2O2S in the gas phase, with the ωB97M-V functional and the def2-TZVPD basis.

Each line ends with the natural charge from an NBO analysis.
Atoms and positions in Å:
1 C 2.381 -1.376 0.401  -0.864
2 S 1.559 0.147 -0.132  2.276
3 O 2.276 1.286 0.358  -0.945
4 O 1.316 0.082 -1.548  -0.958
5 N 0.137 0.039 0.781  -0.525
6 C -0.768 1.502 0.497  -0.226
7 C -1.901 0.977 -0.350  -0.473
8 C -1.484 -0.456 -0.776  -0.242
9 N -0.683 -0.986 0.313  -0.463
10 H 1.901 -1.689 1.317  0.250
11 H 2.260 -2.115 -0.379  0.249
12 H 3.425 -1.150 0.570  0.250
13 H -0.060 2.150 0.001  0.224
14 H -1.017 1.845 1.491  0.215
15 H -2.055 1.597 -1.230  0.232
16 H -2.827 0.937 0.225  0.206
17 H -2.337 -1.104 -0.973  0.206
18 H -0.842 -0.405 -1.656  0.230
19 H -1.281 -1.282 1.087  0.356

Cartesian forces, eV/Å:
C -0.42 0.54 -0.28
S 0.27 -0.72 0.41
O -0.06 0.12 0.32
O -0.06 -0.14 -0.10
N -0.98 2.82 -0.28
C 1.74 -2.52 0.28
C -0.06 -0.24 -0.01
C -0.14 0.29 -0.22
N -0.26 -0.65 0.02
H 0.00 -0.10 0.17
H -0.06 -0.11 -0.09
H 0.14 0.15 -0.03
H -0.08 0.30 -0.03
H -0.02 0.07 0.03
H -0.08 0.07 -0.01
H -0.01 0.05 -0.04
H 0.02 -0.01 0.00
H -0.27 -0.04 0.04
H 0.33 0.12 -0.18

Properties
LUMO energy	0.030	hartree
charge	0
DFT total energy	-22218.7769	eV
SMILES	CS(=O)(=O)N1CCCN1
energy relative to the best compared isomer or geometry (same formula, charge and spin)	25.4	kcal/mol
E_HOMO	-9.75	eV
gap between HOMO and LUMO	10.582	eV